# 1
6
Properties=species:S:1:pos:R:3 method="wB97M-V/def2-TZVPD" charge=0 orbital_gap_ev="7.641 / 5.971" e_above_lowest_kj_mol=190.5 homo_energy_ev="-10.5 / -9.5" multiplicity=1
N 0.4538 0.9101 0.4325
P -0.6375 1.6183 1.2857
Cl -2.4239 1.1687 0.5192
Br -1.1617 1.7484 -2.9931
Br -0.6096 0.7402 3.5427
H 1.3360 0.8641 0.6997

***

# 2
14
Properties=species:S:1:pos:R:3 method="wB97M-V/def2-TZVPD" smiles="C/[NH+]=C/CC=O" charge=+1 orbital_gap_ev=9.501 e_above_lowest_kj_mol=150.6 homo_energy_ev=-14.7 multiplicity=1
C -0.5473 1.9694 1.2955
N -0.3002 0.6349 0.7027
C -0.0732 0.3270 -0.6151
C 0.2336 -1.0584 -1.3673
C 0.7593 -2.1323 -0.3880
O 0.5326 -2.2840 0.7500
H -0.3787 2.7860 0.5625
H -1.5316 1.8389 1.8247
H 0.1344 2.0083 2.0612
H -0.2732 -0.2215 1.3022
H -0.2696 1.2382 -1.1425
H 0.9182 -0.9754 -2.1708
H -0.6282 -1.3227 -1.9958
H 1.4238 -2.8083 -0.8194

***

# 3
12
Properties=species:S:1:pos:R:3 method="wB97M-V/def2-TZVPD" charge=0 orbital_gap_ev=9.320 e_above_lowest_kj_mol=633.8 homo_energy_ev=-8.5 multiplicity=1
C 0.8122 0.3937 0.8598
C -0.2643 -0.1767 0.1733
C 1.7108 0.3150 -0.4404
C 0.6768 -0.7439 -0.7226
C 1.7466 -0.7432 0.4041
C -1.7477 -0.1053 0.2263
H 0.8661 1.1318 1.5803
H 2.0952 1.2998 -0.8666
H 0.5973 -1.2301 -1.7462
H -2.2824 -0.4656 1.0922
H -2.2717 -0.6819 -0.6592
H -1.9390 1.0064 0.0992

***

# 4
11
Properties=species:S:1:pos:R:3 method="wB97M-V/def2-TZVPD" charge=+1 orbital_gap_ev=10.336 e_above_lowest_kj_mol=144.7 homo_energy_ev=-15.8 multiplicity=1
C -1.8520 -0.0784 1.0679
N -1.5100 -0.3267 -0.1627
H -1.1584 0.6171 1.6908
H -2.8127 -0.3211 1.5557
H -2.2450 -0.4839 -0.8224
H -0.4617 -0.4376 -0.4600
O 1.1008 -1.0200 -0.6630
C 1.9756 -0.2193 -0.6574
O 1.7025 0.9913 -0.2136
H 3.0665 -0.4581 -0.7393
H 2.1944 1.7367 -0.5958

***

# 5
24
Properties=species:S:1:pos:R:3 method="wB97M-V/def2-TZVPD" smiles="N[C@@]1([N+](=O)[O-])N=CC=C[C@@H]1OCCBr" charge=0 orbital_gap_ev=9.387 e_above_lowest_kj_mol=0.0 homo_energy_ev=-9.6 multiplicity=1
N 1.3064 -0.3757 -1.8854
C -0.0137 -0.3829 -1.4031
N -0.6778 1.0437 -1.5937
O 0.0648 1.9190 -1.9427
O -1.8553 1.1353 -1.3700
N -0.8308 -1.2530 -2.1748
C -1.8445 -1.7926 -1.6391
C -2.2121 -1.6730 -0.2376
C -1.3616 -1.0969 0.6089
C -0.0280 -0.5915 0.1309
O 0.3460 0.6496 0.6905
C 0.7959 0.6352 2.0242
C 1.7171 1.8274 2.2005
Br 3.2802 1.6194 1.0642
H 1.3358 -0.3121 -2.8949
H 1.8591 0.3655 -1.4702
H -2.4650 -2.3936 -2.2910
H -3.1658 -2.0613 0.0808
H -1.5682 -0.9954 1.6638
H 0.7424 -1.3503 0.3685
H -0.0471 0.7267 2.7259
H 1.3319 -0.3004 2.2383
H 2.0689 1.9152 3.2260
H 1.2214 2.7417 1.8800

***

# 6
10
Properties=species:S:1:pos:R:3 method="wB97M-V/def2-TZVPD" smiles="N=[PH3].N=C=S" charge=0 orbital_gap_ev=10.040 e_above_lowest_kj_mol=160.6 homo_energy_ev=-9.2 multiplicity=1
N 0.4398 -1.0021 -0.4799
P -0.3988 0.0428 -1.2654
H 1.2673 -1.3033 -0.9857
H -0.7624 -0.1991 -2.5965
H 0.0166 1.3689 -1.4150
H -1.6355 0.1549 -0.6796
N 0.6047 -0.3134 2.3446
C 0.1075 0.5782 1.7257
S -0.5170 1.9188 1.2309
H 0.8779 -1.2458 2.1209

***

# 7
59
Properties=species:S:1:pos:R:3 method="wB97M-V/def2-TZVPD" charge=+1 orbital_gap_ev=6.626 homo_energy_ev=-12.0 multiplicity=1
C 3.8899 -1.1956 1.0761
C 2.6643 -0.2038 1.3787
C 3.1785 1.2976 1.5129
C 1.9762 2.3260 1.7348
N 1.1230 2.4159 0.5015
C -0.2053 1.7445 0.6934
C -0.9381 1.4823 -0.6859
C -2.4851 1.1943 -0.5636
P -2.9141 -0.2768 0.5017
O -2.1195 -0.3788 1.7964
O -2.9075 -1.7438 -0.3579
C -1.5733 -2.3120 -0.4005
C -1.2308 -3.2258 0.8752
O -4.5437 -0.0534 0.9437
C -4.7926 -0.7063 2.2384
C -6.3827 -0.6790 2.4527
C 0.9658 3.8128 0.2292
N -0.1383 4.5447 0.5097
N 2.0874 4.4524 -0.4122
I 1.4116 5.2924 -2.1904
H 4.8697 -0.7496 1.4355
H 3.7193 -2.2004 1.5611
H 3.9407 -1.3570 -0.0447
H 2.0834 -0.5569 2.2803
H 1.9768 -0.2570 0.4762
H 3.7170 1.5792 0.5515
H 3.9271 1.3682 2.3602
H 1.3246 2.0306 2.6158
H 2.4191 3.3367 2.0173
H 0.0451 0.7291 1.1368
H -0.8317 2.2958 1.4596
H -0.3574 0.7045 -1.2590
H -0.8388 2.4458 -1.2939
H -3.0957 2.0859 -0.2281
H -2.8552 0.9668 -1.6168
H -0.7955 -1.5226 -0.6018
H -1.5655 -3.0156 -1.2938
H -0.3163 -2.7613 1.3620
H -1.0044 -4.2906 0.6035
H -2.1220 -3.1460 1.5576
H -4.3770 -1.7494 2.2426
H -4.3622 -0.0550 3.0592
H -6.6218 -0.0487 3.3609
H -6.8623 -0.1907 1.5590
H -6.7450 -1.7394 2.5665
H -0.1481 5.3046 1.1961
H -1.0001 4.2393 0.0464
H 2.7120 3.6918 -0.7257
N 2.3038 -2.2423 -1.8700
C 2.2721 -1.1136 -2.5920
C 2.3263 -1.0801 -3.9756
C 2.4232 -2.2839 -4.6572
C 2.4600 -3.4662 -3.9344
C 2.3961 -3.3918 -2.5522
H 2.1994 -0.1966 -2.0137
H 2.2943 -0.1373 -4.5067
H 2.4695 -2.3002 -5.7398
H 2.5359 -4.4240 -4.4322
H 2.4178 -4.2895 -1.9437

***

# 8
15
Properties=species:S:1:pos:R:3 method="wB97M-V/def2-TZVPD" charge=+1 orbital_gap_ev=10.130 e_above_lowest_kj_mol=442.1 homo_energy_ev=-13.8 multiplicity=1
C 0.9265 0.4503 1.5693
C 0.3112 -1.6258 -1.1721
C -0.8585 0.3159 -1.8686
N 0.1670 -0.4347 1.7826
N 0.2734 -0.3349 -1.2287
N 1.7723 1.4132 1.5134
O 0.9592 0.4825 -0.5571
H 1.0782 -2.1516 -0.6621
H -0.2887 -2.1319 -1.7922
H -0.6710 1.4184 -1.7908
H -0.8716 0.1819 -3.0339
H -1.6563 -0.0943 -1.3814
H -0.1523 -1.3775 1.7940
H 2.1376 1.9301 2.3143
H 1.8096 1.7920 0.6248